The following is a DFT calculation (ωB97M-V/def2-TZVPD) of C34H28BrN10O4S3Y as an isolated structure.

charge: 0
gap between HOMO and LUMO: 5.83 eV
E_HOMO: -7.24 eV

Each line ends with the Mulliken charge.
Positions of all 81 atoms, in Å:
Y -0.3627 0.0380 -0.0876  -0.190
Br 6.1182 -2.0241 -4.2294  -0.184
S 2.4977 3.8643 1.7603  -0.010
S 3.5139 1.1844 0.9432  -0.010
S -1.2008 1.9835 -2.1490  -0.513
O 1.9737 -0.3974 -1.0310  -0.427
O 0.1329 -0.7284 -2.1787  -0.357
O -3.9280 2.4255 1.1638  -0.743
O -1.4690 1.6430 1.0232  -0.818
N 0.7503 -0.4548 2.1044  1.919
N 1.4890 -2.5708 1.2634  -1.129
N -2.4287 1.0537 -4.2835  -0.464
N 0.1764 3.2040 0.6452  -1.046
N -2.5892 -0.4215 -1.1492  1.716
N 0.6860 -2.3659 0.3417  1.322
N -2.8784 -0.1670 -2.4502  -1.696
N 2.2256 -1.9489 -5.5366  -0.645
N -2.1032 -1.3623 1.4206  0.679
N 1.0067 2.0743 0.4996  0.399
C 1.5659 -1.4998 -4.4729  -0.154
C -2.5741 6.3252 0.8359  -0.876
C 1.8475 -4.0816 -0.9733  -0.486
C 3.5651 -1.3125 -3.1684  -0.550
C -4.3559 4.7303 1.0973  -0.726
C -4.4461 -1.8592 1.6147  -0.986
C -1.0611 2.8713 0.8532  1.358
C -2.9960 -2.2913 3.4462  -1.085
C 3.5401 -2.0886 -5.4342  -0.210
C -1.9579 -1.8093 2.6683  -0.217
C 0.7432 0.4486 3.0870  -0.630
C 2.1687 2.3280 0.9700  -0.090
C -3.9285 6.0365 0.9906  -0.296
C 4.7460 2.4033 1.4615  -0.598
C -0.4935 -4.4301 -2.4576  -0.829
C 4.2435 -1.7835 -4.2751  -0.019
C 2.2841 -1.7896 3.3738  -0.675
C -2.2013 0.8541 -2.9535  0.796
C -4.2733 -2.3055 2.9088  -0.457
C 1.3879 -0.7218 -2.0997  1.032
C 1.4919 -1.5452 2.2638  -0.191
C -3.3415 -1.4028 0.8957  1.393
C 1.8148 -4.9840 -2.0244  -0.647
C 0.6960 -3.3586 -0.6857  0.292
C -2.0702 3.9553 0.9032  0.072
C 2.2697 -0.8471 4.3904  -0.697
C 2.1879 -1.1737 -3.2753  -0.021
C 0.6479 -5.1614 -2.7570  -0.503
C 1.4800 0.2829 4.2496  -0.859
C -1.6664 5.2891 0.7929  -0.548
C -3.5329 -0.9788 -0.4849  -1.583
C -3.4368 3.6789 1.0529  0.515
C -0.4697 -3.5060 -1.4243  0.114
C 4.0925 3.3523 2.4435  -0.616
H 3.9408 2.8639 3.4074  0.251
H 0.1287 1.3244 2.9185  0.256
H -3.1437 1.8341 1.1209  0.271
H -1.3935 -4.5567 -3.0433  0.432
H 4.6951 4.2471 2.5980  0.414
H -3.2154 0.5745 -4.6893  0.254
H 2.7073 -5.5380 -2.2840  0.406
H 5.5793 1.8673 1.9152  0.413
H -5.1159 -2.6627 3.4857  0.426
H 4.0684 -2.4564 -6.3067  0.370
H -2.1476 1.9360 -4.6706  0.235
H 2.8781 -2.6896 3.4176  0.576
H -1.3359 -2.8932 -1.2132  0.206
H 2.7508 -3.9124 -0.4063  0.442
H 0.4920 -1.3894 -4.5599  0.630
H 4.0655 -1.0559 -2.2450  0.600
H -0.9585 -1.7863 3.0779  0.316
H 5.1098 2.9443 0.5876  0.318
H 2.8658 -0.9961 5.2808  0.433
H -5.4025 4.4821 1.2135  0.439
H -4.4983 -1.1438 -0.9567  0.332
H 1.4328 1.0392 5.0201  0.539
H -4.6543 6.8393 1.0240  0.377
H -2.2363 7.3486 0.7446  0.407
H -5.4210 -1.8531 1.1485  0.481
H -0.6108 5.4839 0.6625  0.462
H 0.6370 -5.8641 -3.5800  0.403
H -2.7956 -2.6416 4.4485  0.483

Cartesian forces (eV/Å) of the 2 atoms listed first:
0.0 0.4 -0.4
0.0 0.0 0.0